Molecular formula: C32H46N10O12
Method: DFT, wB97M-V/def2-TZVPD

```
! wB97M-V def2-TZVPD RIJCOSX def2/J DEFGRID3
* xyz -1 2
C -1.930 1.441 -3.456
O -1.740 2.120 -4.475
N -1.260 1.564 -2.377
N -2.690 0.399 -3.539
H -1.327 0.861 -1.655
H -0.726 2.414 -2.272
H -3.169 0.099 -4.376
H -2.648 -0.219 -2.741
C 0.294 -1.331 5.514
O 0.091 -2.238 6.275
N 0.700 -1.472 4.245
N -0.095 -0.093 5.624
H 0.555 -0.683 3.631
H 0.784 -2.339 3.734
H 0.132 0.629 4.956
H 0.020 0.220 6.577
C 3.244 0.524 -1.825
O 3.795 -0.596 -1.884
N 2.315 1.004 -2.566
N 3.471 1.379 -0.935
H 2.008 0.524 -3.401
H 1.843 1.885 -2.422
H 4.229 1.213 -0.288
H 2.739 2.073 -0.893
C 3.435 -3.690 0.741
O 4.614 -3.804 0.552
N 2.862 -4.582 1.501
N 2.716 -2.731 0.260
H 1.936 -4.457 1.884
H 3.462 -5.292 1.896
H 1.729 -2.722 0.473
H 3.256 -2.041 -0.243
C -0.422 4.708 -1.942
C -1.717 4.970 -1.544
C -2.107 4.688 -0.213
C -1.212 4.241 0.767
C 0.144 4.075 0.372
C 0.531 4.340 -0.977
O 1.809 4.212 -1.330
O -3.372 5.153 0.242
H -0.249 4.965 -2.977
H -2.330 5.186 -2.407
H -1.509 3.990 1.774
H 0.968 3.742 0.985
H 2.092 4.830 -2.007
H -3.659 4.600 0.972
C -1.599 0.452 1.818
C -2.029 -0.295 0.679
C -1.152 -0.644 -0.291
C 0.218 -0.347 -0.221
C 0.631 0.460 0.874
C -0.215 0.794 1.854
O 0.318 1.361 3.018
O -1.529 -1.418 -1.283
H -2.138 0.601 2.742
H -3.028 -0.649 0.470
H 0.890 -0.652 -1.011
H 1.651 0.808 0.950
H 1.234 1.635 2.931
H -0.776 -1.834 -1.708
C -3.169 -6.480 -2.585
C -3.444 -5.548 -1.532
C -3.191 -4.200 -1.627
C -2.762 -3.718 -2.855
C -2.565 -4.587 -3.979
C -2.665 -5.989 -3.806
O -2.529 -6.917 -4.843
O -3.296 -3.531 -0.442
H -3.259 -7.549 -2.461
H -3.830 -5.878 -0.578
H -2.595 -2.656 -2.958
H -2.405 -4.157 -4.956
H -2.815 -7.757 -4.476
H -2.846 -2.696 -0.587
C 4.731 3.768 4.227
C 5.000 4.857 5.055
C 4.061 5.362 5.991
C 2.701 4.959 5.787
C 2.325 4.013 4.781
C 3.377 3.338 4.091
O 3.114 2.222 3.343
O 4.352 6.304 6.983
H 5.554 3.341 3.673
H 6.046 5.111 5.151
H 1.872 5.174 6.445
H 1.336 3.661 4.527
H 3.833 1.658 3.049
H 5.176 6.779 6.852
C 1.665 -4.106 -4.276
C 1.088 -2.818 -3.785
N 0.561 -1.859 -3.393
H 2.686 -4.295 -3.943
H 1.990 -4.100 -5.316
H 1.084 -4.914 -3.830
C -6.533 -2.063 -3.407
C -5.653 -1.371 -2.449
N -5.009 -0.820 -1.635
H -6.320 -1.620 -4.379
H -7.597 -1.898 -3.238
H -6.160 -3.052 -3.673
*
```

Results
Total energy, Ha: -2697.39957
HOMO-LUMO gap (alpha / beta), hartree: 0.09770 / 0.23724
Expectation value of S²: 0.761
HOMO level (alpha / beta), eV: -0.70 / -4.49

Molecular formula: C32H47CeN9O2Si
Method: DFT, wB97M-V/def2-TZVPD

```
! wB97M-V def2-TZVPD RIJCOSX def2/J DEFGRID3
* xyz 1 2
Ce -0.320 -0.770 -0.766
N 0.271 4.153 -0.451
C -0.393 3.025 -0.722
N 0.136 1.966 -1.246
C 1.492 2.001 -1.592
N 2.028 1.094 -2.330
N 1.332 -0.017 -2.667
C 1.302 -0.346 -3.897
C 0.627 -1.568 -4.327
C 0.783 -2.023 -5.633
C 0.108 -3.164 -6.030
C -0.727 -3.788 -5.118
C -0.822 -3.261 -3.839
N -0.146 -2.194 -3.430
C 2.310 3.137 -1.180
C 3.695 3.175 -1.337
C 4.401 4.294 -0.948
C 3.733 5.391 -0.407
C 2.362 5.371 -0.247
C 1.653 4.237 -0.627
H -0.215 4.943 -0.060
H -1.446 3.005 -0.463
H 1.768 0.280 -4.656
H 1.427 -1.487 -6.318
H 0.218 -3.550 -7.034
H -1.299 -4.665 -5.390
H -1.485 -3.715 -3.113
H 4.187 2.314 -1.767
H 5.475 4.326 -1.068
H 4.290 6.267 -0.102
H 1.836 6.220 0.172
N 1.479 -2.959 -0.995
C 1.392 -4.277 -0.336
C 0.026 -4.937 -0.506
C -1.095 -4.361 0.355
N -1.638 -3.079 -0.143
H 1.436 -3.106 -1.997
H 2.402 -2.577 -0.809
H 1.599 -4.143 0.727
H 2.146 -4.962 -0.735
H 0.133 -5.987 -0.225
H -0.261 -4.925 -1.561
H -0.713 -4.183 1.360
H -1.889 -5.108 0.434
H -2.296 -2.728 0.549
H -2.192 -3.243 -0.979
O -2.166 -0.734 -2.267
N -3.262 -0.107 -2.037
N -3.347 0.395 -0.878
O -2.389 0.279 0.013
C -4.535 1.113 -0.520
C -4.637 1.604 0.772
C -5.777 2.297 1.147
C -6.807 2.496 0.242
C -6.693 2.000 -1.051
C -5.560 1.310 -1.442
H -3.827 1.435 1.470
H -5.862 2.676 2.157
H -7.694 3.040 0.539
H -7.494 2.146 -1.763
H -5.458 0.930 -2.447
C 0.881 -2.170 2.932
Si 0.779 -0.485 1.982
C -0.370 0.563 3.194
C -1.687 -0.211 3.351
C -0.695 1.927 2.568
C 0.229 0.792 4.584
C 2.647 0.131 2.098
C 3.398 -0.450 0.891
C 3.362 -0.338 3.369
C 2.727 1.659 2.023
H 1.103 -1.999 3.988
H 1.668 -2.820 2.538
H -0.059 -2.726 2.883
H -2.153 -0.388 2.377
H -2.390 0.364 3.965
H -1.529 -1.174 3.839
H -1.176 1.790 1.598
H 0.205 2.535 2.437
H -1.381 2.488 3.216
H 0.360 -0.150 5.121
H -0.435 1.427 5.182
H 1.198 1.291 4.533
H 3.359 -1.546 0.899
H 4.453 -0.155 0.921
H 2.976 -0.095 -0.056
H 3.479 -1.423 3.382
H 2.820 -0.048 4.271
H 4.362 0.108 3.423
H 2.148 2.044 1.181
H 3.767 1.983 1.891
H 2.352 2.122 2.937
*
```

Results
Total energy, Ha: -2655.30420
ΔE to the lowest compared entry with this formula, charge and spin, kJ/mol: 0.0
HOMO-LUMO gap (alpha / beta), hartree: 0.21252 / 0.21137
Expectation value of S²: 0.751
HOMO level (alpha / beta), eV: -9.00 / -8.97

Molecular formula: C32H47N11O2Sr
Method: DFT, wB97M-V/def2-TZVPD

```
! wB97M-V def2-TZVPD RIJCOSX def2/J DEFGRID3
* xyz 0 1
Sr 0.049 -2.318 -1.031
C -0.849 3.470 3.457
C 0.088 2.454 4.116
C -0.422 2.186 5.539
C 1.498 3.059 4.198
C 0.173 1.164 3.304
C -0.086 1.133 1.971
C 0.008 -0.086 1.238
N -0.341 -0.264 -0.037
C -0.580 0.641 -0.999
C -0.107 1.977 -1.022
C -0.549 2.855 -1.964
C -1.558 2.399 -2.867
C -2.025 1.117 -2.960
C -1.416 0.121 -2.098
O -1.584 -1.124 -2.216
C -3.153 0.831 -3.966
C -3.597 -0.633 -4.033
C -2.723 1.259 -5.378
C -4.376 1.663 -3.544
C 0.023 4.273 -2.025
C -0.713 5.156 -3.034
C 1.501 4.196 -2.434
C -0.083 4.933 -0.642
C 0.369 -1.342 1.926
O 0.423 -2.410 1.272
C 0.668 -1.270 3.348
C 0.577 -0.056 3.952
C 1.052 -2.541 4.101
C 1.318 -2.266 5.581
C 2.331 -3.139 3.491
C -0.091 -3.565 4.008
H -0.959 4.340 4.107
H -1.840 3.043 3.287
H -0.462 3.828 2.502
H -0.610 3.135 6.044
H 0.301 1.638 6.142
H -1.356 1.619 5.525
H 1.487 3.976 4.793
H 1.873 3.298 3.201
H 2.197 2.360 4.662
H -0.448 2.009 1.455
H 0.656 2.256 -0.306
H -1.982 3.128 -3.545
H -2.809 -1.290 -4.394
H -4.443 -0.697 -4.722
H -3.918 -1.007 -3.062
H -1.807 0.750 -5.676
H -2.558 2.336 -5.447
H -3.507 0.999 -6.093
H -4.704 1.385 -2.541
H -5.203 1.483 -4.235
H -4.162 2.733 -3.545
H -0.628 4.769 -4.051
H -0.276 6.156 -3.024
H -1.773 5.254 -2.788
H 1.603 3.766 -3.433
H 2.071 3.577 -1.740
H 1.945 5.193 -2.448
H -1.117 4.931 -0.290
H 0.261 5.969 -0.692
H 0.529 4.416 0.099
H 0.804 0.003 5.006
H 2.141 -1.562 5.724
H 1.595 -3.202 6.069
H 0.433 -1.877 6.089
H 3.162 -2.435 3.570
H 2.191 -3.390 2.443
H 2.603 -4.048 4.034
H -1.009 -3.155 4.434
H 0.175 -4.460 4.577
H -0.283 -3.857 2.978
N 0.184 -5.907 -1.126
C -0.197 -4.814 -1.240
N 2.158 -6.193 0.365
C 3.322 -5.665 0.745
N 4.133 -6.411 1.540
N 3.780 -4.484 0.406
C 3.082 -3.672 -0.340
N 2.507 -2.909 -0.997
H 1.910 -7.123 0.651
H 1.511 -5.735 -0.286
H 3.764 -7.205 2.031
H 4.915 -5.929 1.946
N -0.662 -3.018 -4.975
N 0.115 -2.001 -4.465
N 0.184 -0.816 -5.008
C 0.940 -0.174 -4.117
N 1.303 -0.956 -3.100
N 0.768 -2.134 -3.351
H -0.489 -3.092 -5.969
H -0.441 -3.866 -4.462
H 1.215 0.862 -4.214
*
```

Results
Total energy, Ha: -2031.11687
ΔE to the lowest compared entry with this formula, charge and spin, kJ/mol: 140.6
HOMO-LUMO gap (alpha / beta), hartree: 0.21000 / 0.21672
HOMO level (alpha / beta), eV: -7.23 / -7.32

Molecular formula: C32H47N7O5PS
Method: DFT, wB97M-V/def2-TZVPD

```
! wB97M-V def2-TZVPD RIJCOSX def2/J DEFGRID3
* xyz 1 1
C 0.035 3.701 -2.477
C -0.482 4.919 -3.295
O 0.087 4.875 -4.594
C -0.853 5.023 -5.642
C -0.453 4.286 -6.948
C 0.632 3.197 -6.803
C 0.088 1.765 -6.629
C -1.122 1.653 -5.652
C -1.089 0.446 -4.776
C 0.001 0.209 -3.950
C -0.019 -0.904 -3.124
N -1.080 -1.686 -3.152
P -1.047 -3.110 -1.993
O -2.544 -3.057 -1.324
O -0.986 -4.437 -2.916
N -2.144 -1.554 -3.917
C -2.146 -0.520 -4.698
S -3.628 -0.304 -5.758
C -4.431 1.239 -5.315
O -4.507 -1.415 -5.607
O -3.147 -0.189 -7.105
H 0.884 3.958 -1.837
H 0.348 2.889 -3.146
H -0.744 3.292 -1.818
H -0.117 5.808 -2.766
H -1.577 4.863 -3.285
H -1.876 4.715 -5.369
H -0.929 6.101 -5.865
H -0.186 4.987 -7.744
H -1.358 3.779 -7.321
H 1.198 3.192 -7.744
H 1.373 3.399 -6.022
H -0.261 1.428 -7.615
H 0.865 1.045 -6.338
H -1.153 2.527 -4.977
H -2.031 1.724 -6.249
H 0.834 0.904 -3.955
H 0.805 -1.126 -2.450
H -2.907 -2.159 -1.414
H -0.998 -5.173 -2.276
H -4.084 1.644 -4.355
H -4.264 1.999 -6.083
H -5.514 1.097 -5.229
N -2.080 -2.115 1.828
C -2.809 -2.000 2.980
C -2.185 -1.086 3.785
C -1.035 -0.626 3.090
C -0.999 -1.277 1.886
H -2.304 -2.720 1.058
H -3.706 -2.577 3.127
H -2.516 -0.780 4.764
H -0.317 0.101 3.436
H -0.299 -1.218 1.068
N 1.965 -0.579 5.347
C 1.392 -0.378 6.575
C 2.349 0.139 7.408
C 3.545 0.260 6.650
C 3.274 -0.189 5.383
H 1.494 -0.955 4.543
H 0.358 -0.622 6.749
H 2.208 0.402 8.443
H 4.495 0.635 6.996
H 3.900 -0.264 4.509
N 6.069 -1.501 8.376
C 7.304 -0.962 8.138
C 8.184 -1.509 9.034
C 7.451 -2.418 9.843
C 6.152 -2.392 9.411
H 5.231 -1.277 7.869
H 7.449 -0.238 7.354
H 9.235 -1.283 9.102
H 7.835 -3.021 10.649
H 5.281 -2.928 9.749
N -1.372 1.444 8.231
C -2.106 1.559 9.382
C -1.482 2.471 10.189
C -0.329 2.931 9.496
C -0.290 2.281 8.291
H -1.594 0.841 7.462
H -3.004 0.982 9.527
H -1.814 2.778 11.167
H 0.389 3.655 9.843
H 0.410 2.339 7.476
N -1.799 -4.974 -8.124
C -1.224 -6.168 -7.787
C -1.039 -6.178 -6.430
C -1.527 -4.942 -5.928
C -1.992 -4.222 -6.999
H -2.044 -4.694 -9.056
H -0.996 -6.904 -8.539
H -0.603 -6.983 -5.861
H -1.536 -4.620 -4.899
H -2.442 -3.244 -7.057
*
```

Results
Total energy, Ha: -2746.22350
HOMO-LUMO gap, hartree: 0.13932
HOMO level, eV: -9.05

Molecular formula: C32H48BF9N2O11S
Method: DFT, wB97M-V/def2-TZVPD

```
! wB97M-V def2-TZVPD RIJCOSX def2/J DEFGRID3
* xyz 0 1
C 0.996 7.001 2.833
C 0.756 6.052 2.139
C 0.404 4.761 1.634
C -0.915 4.429 1.258
O -1.897 5.372 1.346
C -1.820 6.437 0.397
C -2.063 6.020 -1.052
C -0.809 5.595 -1.809
O -2.613 7.201 -1.667
C -1.251 3.151 0.828
B -2.782 2.848 0.508
O -3.631 2.592 1.579
O -3.263 2.859 -0.760
C -4.327 1.937 -1.084
C -5.712 2.517 -0.806
C -0.278 2.152 0.723
C -0.635 0.754 0.264
C -0.315 0.606 -1.226
C -1.086 -0.455 -1.995
F -2.378 -0.502 -1.582
F -1.149 -0.023 -3.288
C -0.491 -1.901 -2.077
F 0.331 -1.939 -3.141
F -1.488 -2.788 -2.300
C 0.320 -2.460 -0.883
F 1.418 -1.733 -0.640
F 0.750 -3.683 -1.277
C -0.481 -2.691 0.460
F 0.249 -2.268 1.489
F -0.697 -3.992 0.642
F -1.662 -2.084 0.454
C 1.018 2.486 1.072
C 1.348 3.757 1.520
C 2.818 3.765 1.851
O 3.562 4.688 1.976
N 3.123 2.390 1.937
N 4.451 1.962 2.146
C 5.262 2.177 1.241
S 6.345 2.611 0.232
C 2.255 1.649 1.107
O 2.532 0.628 0.542
H 1.200 7.895 3.371
H -2.588 7.163 0.656
H -0.868 6.972 0.457
H -2.844 5.258 -1.085
H -0.306 6.465 -2.233
H -0.110 5.014 -1.209
H -1.101 4.955 -2.648
H -2.333 7.202 -2.587
H -3.407 1.793 2.066
H -4.244 1.758 -2.154
H -4.187 1.009 -0.532
H -6.450 2.117 -1.498
H -5.693 3.605 -0.800
H -6.030 2.213 0.193
H -1.687 0.565 0.479
H -0.050 0.068 0.876
H -0.606 1.544 -1.705
H 0.761 0.524 -1.378
C -5.634 -2.264 -3.456
C -4.933 -1.661 -4.660
O -4.394 -0.376 -4.367
H -6.435 -1.607 -3.116
H -6.058 -3.240 -3.695
H -4.934 -2.387 -2.626
H -5.634 -1.522 -5.482
H -4.131 -2.323 -5.003
H -3.761 -0.482 -3.650
C 4.353 -3.310 -2.112
C 4.990 -3.494 -0.749
O 5.247 -2.245 -0.111
H 4.994 -2.710 -2.757
H 4.176 -4.274 -2.597
H 3.391 -2.798 -2.020
H 5.951 -3.999 -0.838
H 4.344 -4.100 -0.104
H 4.407 -1.785 -0.008
C 4.110 2.072 6.532
C 3.141 3.176 6.150
O 3.715 4.081 5.213
H 5.021 2.497 6.954
H 3.666 1.395 7.264
H 4.395 1.489 5.652
H 2.870 3.768 7.024
H 2.224 2.748 5.730
H 3.952 3.575 4.429
C 1.502 -6.704 3.858
C 0.231 -6.939 3.062
O -0.689 -5.861 3.202
H 1.267 -6.567 4.914
H 2.190 -7.544 3.758
H 2.011 -5.800 3.515
H -0.283 -7.830 3.417
H 0.468 -7.080 2.002
H -0.257 -5.064 2.879
C 0.108 -6.573 -3.622
C 1.593 -6.722 -3.350
O 2.367 -6.053 -4.342
H -0.146 -6.973 -4.603
H -0.490 -7.087 -2.868
H -0.165 -5.514 -3.618
H 1.894 -7.768 -3.368
H 1.836 -6.313 -2.362
H 2.112 -5.125 -4.321
*
```

Results
Structure (SMILES): C#Cc1c(OC[C@H](C)O)c(B(O)OCC)c(CCC(F)(F)C(F)(F)C(F)(F)C(F)(F)F)c2c1C(=O)N(N=C=S)C2=O.CCO.CCO.CCO.CCO.CCO
Total energy, Ha: -3507.08290
HOMO-LUMO gap, hartree: 0.32181
HOMO level, eV: -9.52